[1]
{
  "formula": "C31H58Cl3N14O2SV",
  "method": "wB97M-V/def2-TZVPD",
  "energy_ev": -132130.9382,
  "spin_multiplicity": 4,
  "charge": 1,
  "lumo_ev": [-2.95, -3.34],
  "homo_lumo_gap_ev": [6.24, 6.49],
  "species": ["V", "C", "N", "C", "C", "N", "C", "C", "N", "C", "C", "N", "C", "N", "C", "C", "N", "C", "C", "C", "C", "N", "C", "N", "C", "C", "N", "C", "C", "N", "C", "C", "H", "H", "H", "H", "H", "H", "H", "H", "H", "H", "H", "H", "H", "H", "H", "H", "H", "H", "H", "H", "H", "H", "H", "H", "H", "H", "H", "H", "H", "H", "H", "H", "H", "H", "H", "H", "H", "H", "H", "H", "H", "H", "H", "H", "H", "H", "H", "H", "C", "C", "N", "N", "C", "N", "S", "C", "C", "C", "C", "C", "N", "H", "H", "H", "H", "H", "H", "H", "H", "H", "H", "Cl", "C", "Cl", "Cl", "C", "O", "O"],
  "coordinates": [[-0.38055, -0.39296, -0.77771], [1.15267, -2.54907, 4.02450], [1.11340, -1.35379, 4.84341], [2.37185, -0.99860, 5.49104], [0.22153, -0.37547, 4.51041], [-0.43586, -0.45414, 3.40370], [-1.58900, 0.38986, 3.22940], [-2.21299, 0.31493, 1.84103], [-1.55109, 0.99051, 0.65073], [-2.62987, 1.57173, -0.19885], [-3.02938, 0.70071, -1.40842], [-2.49839, -0.65245, -1.27265], [-3.10847, -1.62149, -1.91463], [-3.85337, -1.42806, -3.03860], [-5.03909, -2.21854, -3.32599], [-3.48464, -0.47222, -4.06656], [-3.01126, -2.90318, -1.45377], [-3.30506, -3.23613, -0.07010], [-2.90601, -4.03301, -2.35471], [-0.52908, 2.00497, 1.03018], [0.83309, 1.33813, 1.15592], [1.21608, 0.84784, -0.17266], [2.30285, 1.31571, -0.72815], [2.95306, 2.44161, -0.28980], [4.39716, 2.43687, -0.13722], [2.28673, 3.68462, 0.02101], [2.86084, 0.72329, -1.83223], [3.56923, 1.53171, -2.80786], [3.15823, -0.69277, -1.93433], [0.06849, 0.65119, 5.44199], [0.26249, 2.02208, 5.01905], [0.18461, 0.41167, 6.86533], [1.67056, -3.33338, 4.57797], [0.13895, -2.87237, 3.79647], [1.67011, -2.36646, 3.07575], [3.19944, -1.39262, 4.90279], [2.43574, -1.39276, 6.50805], [2.50016, 0.08134, 5.51692], [-1.44176, 1.44543, 3.48194], [-2.39522, 0.07515, 3.90556], [-3.19203, 0.78755, 1.95280], [-2.39685, -0.71929, 1.55239], [-2.29735, 2.54497, -0.55927], [-3.51053, 1.76372, 0.41484], [-2.64698, 1.19011, -2.30664], [-4.11817, 0.68549, -1.51402], [-5.34192, -2.77521, -2.44366], [-4.87438, -2.91632, -4.15126], [-5.85480, -1.54853, -3.60304], [-2.46537, -0.13262, -3.91141], [-4.15217, 0.39310, -4.08560], [-3.53708, -0.96460, -5.04062], [-3.33032, -2.32971, 0.52553], [-2.54093, -3.89314, 0.34211], [-4.27673, -3.74001, -0.01146], [-3.82282, -4.62985, -2.39107], [-2.09448, -4.68069, -2.01426], [-2.66948, -3.68872, -3.36008], [-0.81281, 2.55482, 1.93137], [-0.49733, 2.73026, 0.21729], [0.77164, 0.47725, 1.82385], [1.58406, 1.99913, 1.58361], [4.78035, 1.42727, -0.26706], [4.64917, 2.74299, 0.88028], [4.88713, 3.11555, -0.84261], [1.23218, 3.62069, -0.23372], [2.72741, 4.49492, -0.56854], [2.37633, 3.95244, 1.07837], [3.27874, 2.57650, -2.72511], [3.30650, 1.17729, -3.80834], [4.65586, 1.45454, -2.69876], [2.68681, -1.23698, -1.12267], [4.24056, -0.84458, -1.84733], [2.84663, -1.07022, -2.91360], [0.52711, 2.04883, 3.96251], [1.09286, 2.46989, 5.57568], [-0.62500, 2.64366, 5.18262], [0.07279, -0.65101, 7.06796], [-0.60588, 0.94841, 7.39515], [1.14905, 0.74201, 7.26829], [0.68533, -2.71472, -4.26497], [0.35795, -1.64935, -3.26962], [0.31192, -1.82416, -1.96038], [0.74332, -3.02912, -1.45108], [0.58587, -3.24830, -0.11927], [1.17381, -4.35975, 0.36300], [-0.33728, -2.25578, 0.85086], [0.15638, -0.27874, -3.67694], [0.34134, 0.15035, -4.99890], [0.22440, 1.49019, -5.29491], [-0.06981, 2.39261, -4.27404], [-0.25464, 1.89539, -3.00113], [-0.16636, 0.59823, -2.69928], [0.67516, -3.70988, -3.82579], [1.66513, -2.55664, -4.72449], [-0.05137, -2.72407, -5.07122], [1.51551, -3.46519, -1.93528], [2.01769, -4.68137, -0.09027], [1.24515, -4.37262, 1.36930], [0.58723, -0.56396, -5.77168], [0.37074, 1.83831, -6.30884], [-0.15605, 3.45300, -4.46144], [-0.48987, 2.55365, -2.17233], [4.90191, -3.65456, 0.75278], [5.00273, -2.03729, 1.51250], [6.17889, -1.07642, 0.57844], [5.59188, -2.24325, 3.16532], [3.61475, -1.26077, 1.49719], [3.63454, -0.17646, 2.08238], [2.71122, -1.81398, 0.84714]],
  "atomic_forces_ev_per_a": [[-0.67, 0.06, 0.29], [0.02, -0.06, -0.04], [0.02, -0.01, 0.10], [0.05, 0.01, -0.10], [-0.03, 0.03, -0.08], [0.05, 0.10, 0.01], [-0.03, 0.12, -0.05], [-0.10, -0.02, -0.20], [0.03, 0.10, -0.06], [0.08, 0.04, 0.12], [0.04, -0.01, -0.07], [0.07, 0.20, -0.08], [0.14, -0.02, 0.10], [-0.01, -0.02, -0.06], [0.01, -0.02, 0.00], [-0.01, 0.01, 0.01], [-0.07, 0.02, -0.05], [0.02, -0.01, 0.00], [0.00, 0.02, -0.01], [-0.15, -0.04, 0.10], [0.15, -0.16, 0.01], [0.01, 0.07, -0.06], [-0.03, 0.01, 0.15], [-0.02, 0.01, -0.15], [0.03, -0.01, 0.05], [-0.01, 0.01, 0.04], [0.06, 0.02, -0.02], [0.00, -0.02, -0.01], [0.05, 0.02, 0.06], [-0.02, 0.01, -0.04], [0.07, 0.01, 0.03], [0.01, -0.02, 0.02], [0.01, 0.01, 0.02], [0.00, 0.02, 0.03], [0.00, 0.00, 0.01], [0.04, -0.03, -0.03], [0.00, -0.02, -0.02], [-0.03, 0.00, 0.04], [0.03, -0.07, -0.03], [-0.03, -0.08, 0.00], [-0.02, -0.03, 0.02], [0.05, -0.02, 0.09], [0.00, -0.01, -0.06], [0.00, 0.05, -0.01], [-0.02, 0.00, -0.01], [-0.01, -0.02, 0.06], [0.00, -0.01, 0.01], [0.00, 0.00, 0.00], [0.00, 0.00, 0.00], [0.02, 0.00, -0.01], [0.00, 0.00, 0.00], [0.00, 0.00, 0.00], [-0.02, -0.01, -0.01], [-0.02, 0.00, 0.00], [0.00, 0.00, 0.00], [0.00, 0.01, 0.00], [-0.01, -0.01, 0.01], [-0.01, 0.00, 0.00], [0.01, -0.05, 0.02], [0.03, 0.03, 0.02], [-0.02, -0.02, 0.00], [-0.05, 0.02, 0.01], [0.00, 0.02, 0.01], [0.00, -0.01, -0.01], [-0.01, 0.01, 0.00], [0.03, 0.01, -0.02], [0.02, -0.01, 0.00], [0.00, 0.00, -0.01], [0.00, -0.01, 0.00], [0.00, 0.00, 0.00], [-0.01, 0.00, -0.01], [-0.01, 0.01, 0.02], [-0.01, 0.00, -0.01], [-0.01, -0.02, 0.02], [0.00, 0.01, 0.02], [0.00, 0.01, 0.00], [0.01, -0.02, 0.01], [-0.02, 0.02, 0.00], [0.00, 0.01, -0.01], [-0.02, 0.00, 0.01], [0.02, -0.07, -0.06], [-0.03, -0.20, 0.21], [0.23, -0.07, -0.23], [-0.04, 0.11, -0.13], [-0.04, -0.07, 0.15], [0.05, 0.02, -0.02], [0.17, -0.03, 0.03], [-0.06, 0.21, -0.23], [0.00, -0.08, 0.08], [-0.01, 0.08, -0.01], [0.01, -0.04, -0.02], [-0.02, -0.03, 0.05], [0.02, -0.09, -0.02], [-0.03, 0.02, 0.04], [0.01, 0.00, 0.02], [0.02, 0.06, 0.00], [0.02, -0.05, 0.03], [0.00, -0.02, -0.01], [0.00, 0.00, 0.01], [0.01, 0.00, 0.00], [0.00, 0.00, 0.00], [0.00, 0.00, -0.01], [0.02, 0.02, -0.01], [-0.02, 0.06, 0.03], [0.01, -0.12, -0.01], [0.01, 0.02, -0.01], [-0.03, 0.04, 0.03], [-0.10, 0.26, -0.24], [0.03, -0.09, 0.04], [0.05, -0.17, 0.12]],
  "mulliken_spin": [2.363, 0.000, 0.000, 0.000, 0.002, 0.002, -0.011, 0.058, 0.028, 0.017, 0.063, -0.072, 0.056, 0.006, 0.000, 0.003, 0.008, 0.005, -0.001, 0.013, -0.068, -0.040, 0.034, 0.004, -0.001, -0.001, 0.004, 0.002, 0.097, 0.000, 0.000, 0.000, 0.000, 0.000, 0.002, 0.000, 0.000, 0.000, -0.001, 0.000, 0.002, -0.012, -0.004, -0.001, -0.015, 0.004, 0.000, 0.000, 0.001, 0.003, 0.000, -0.001, -0.003, -0.001, 0.000, 0.000, 0.000, 0.000, -0.002, -0.012, 0.053, 0.006, 0.000, 0.000, 0.000, 0.000, 0.000, 0.000, 0.000, -0.001, 0.001, -0.019, -0.001, -0.001, 0.000, 0.000, 0.000, 0.000, 0.000, 0.000, -0.004, 0.302, -0.091, 0.030, 0.018, 0.012, -0.039, 0.069, 0.088, 0.006, 0.062, 0.066, -0.076, 0.004, 0.004, 0.005, -0.003, -0.001, 0.000, 0.006, 0.001, 0.003, -0.005, 0.000, 0.000, 0.000, 0.000, -0.004, 0.000, -0.020]
}


[2]
{
  "formula": "C21H27BrN4OReSSbSe4",
  "method": "wB97M-V/def2-TZVPD",
  "energy_ev": -381148.3474,
  "spin_multiplicity": 2,
  "charge": 1,
  "lumo_ev": [-4.79, -5.48],
  "homo_lumo_gap_ev": [6.24, 5.38],
  "species": ["Re", "N", "C", "S", "N", "N", "C", "C", "C", "C", "C", "C", "N", "H", "H", "H", "H", "H", "H", "H", "C", "C", "C", "C", "C", "C", "C", "Br", "C", "O", "C", "C", "C", "C", "C", "C", "H", "H", "H", "H", "H", "H", "H", "H", "H", "H", "H", "H", "H", "H", "H", "H", "H", "H", "H", "H", "Se", "Sb", "Se", "Se", "Se"],
  "coordinates": [[-2.27426, 1.37728, 1.04250], [-5.99159, 1.28668, -1.15132], [-4.78102, 1.48503, -0.63055], [-4.36630, 0.48841, 0.78981], [-3.99802, 2.36684, -1.19917], [-2.79226, 2.47410, -0.57430], [-1.89118, 3.26262, -1.04946], [-0.63243, 3.39443, -0.32219], [0.39150, 4.21280, -0.77171], [1.54375, 4.32029, -0.00906], [1.63446, 3.62265, 1.18470], [0.57214, 2.82463, 1.57459], [-0.52811, 2.70584, 0.83796], [-6.65064, 0.68387, -0.69153], [-6.30738, 1.87554, -1.90468], [-2.09077, 3.83589, -1.94719], [0.28064, 4.75704, -1.69928], [2.35951, 4.94728, -0.34186], [2.51202, 3.69032, 1.81112], [0.58577, 2.26784, 2.50337], [2.09493, -5.10555, 0.25018], [2.53382, -3.86138, 1.03564], [3.93334, -3.42978, 0.57684], [2.60180, -4.22154, 2.51952], [1.53905, -2.73440, 0.76717], [0.75268, -2.17802, 1.76733], [-0.13214, -1.18096, 1.41897], [-1.22752, -0.39252, 2.76027], [-0.29872, -0.69239, 0.12868], [-1.22263, 0.26256, -0.10072], [0.50378, -1.22311, -0.89424], [1.38456, -2.23540, -0.52482], [0.46657, -0.81315, -2.37476], [1.89407, -0.47113, -2.83226], [-0.06315, -2.00510, -3.18667], [-0.40828, 0.40334, -2.69529], [2.79854, -5.92195, 0.42049], [2.06059, -4.91307, -0.82310], [1.10454, -5.43659, 0.56689], [4.64735, -4.23414, 0.76010], [4.26819, -2.54650, 1.12383], [3.96211, -3.20050, -0.48895], [3.33514, -5.01514, 2.66457], [1.64454, -4.59038, 2.89309], [2.91283, -3.37109, 3.12988], [0.82219, -2.50858, 2.79294], [1.99429, -2.67132, -1.30444], [2.56854, -1.32432, -2.77637], [2.31521, 0.33308, -2.22512], [1.87448, -0.13921, -3.87154], [0.58823, -2.87490, -3.09714], [-0.12370, -1.73825, -4.24336], [-1.06044, -2.29256, -2.84925], [-0.08389, 1.28603, -2.14050], [-1.46182, 0.22663, -2.48545], [-0.30752, 0.62071, -3.76001], [-4.42371, 4.44111, 6.11519], [-3.42040, 5.35870, 4.24052], [-0.96100, 5.87777, 4.45750], [-4.13227, 5.80322, 2.04532], [-2.84999, 2.83042, 2.78735]],
  "atomic_forces_ev_per_a": [[-0.30, 0.36, 1.06], [-0.05, 0.05, 0.04], [0.03, 0.00, -0.02], [0.13, -0.12, -0.20], [-0.04, 0.00, -0.02], [0.07, 0.14, -0.01], [-0.13, 0.00, 0.00], [0.05, 0.09, 0.09], [-0.04, 0.01, 0.01], [0.02, -0.01, 0.02], [0.01, 0.04, 0.00], [-0.04, -0.01, 0.01], [0.24, -0.18, -0.36], [0.01, -0.02, -0.01], [0.01, -0.02, -0.02], [0.00, -0.03, -0.02], [-0.01, -0.01, 0.00], [0.00, 0.01, 0.01], [0.01, -0.01, 0.00], [0.01, -0.03, -0.02], [0.01, 0.01, -0.01], [-0.01, 0.00, 0.01], [0.00, 0.00, 0.01], [0.00, -0.01, 0.00], [-0.01, -0.01, -0.02], [0.02, 0.02, -0.01], [0.06, -0.05, -0.05], [-0.17, 0.18, -0.06], [0.25, -0.06, 0.01], [-0.22, 0.20, 0.06], [-0.04, 0.02, 0.03], [0.01, -0.03, 0.00], [0.00, 0.00, 0.02], [-0.01, 0.01, -0.02], [0.00, 0.01, -0.01], [0.00, 0.00, 0.01], [0.00, 0.00, 0.00], [0.00, 0.00, 0.00], [0.00, 0.00, 0.00], [0.00, 0.00, 0.00], [0.00, 0.00, 0.00], [0.00, 0.00, 0.00], [0.00, 0.00, 0.00], [0.00, 0.00, 0.00], [0.00, 0.00, 0.00], [-0.01, 0.01, 0.01], [0.00, 0.00, 0.00], [0.00, 0.00, 0.01], [0.00, 0.01, -0.01], [0.00, -0.01, 0.00], [-0.01, -0.01, 0.01], [0.01, 0.00, 0.00], [-0.01, 0.01, -0.01], [0.00, -0.01, -0.01], [0.00, 0.00, 0.00], [0.00, 0.00, 0.00], [-0.08, 0.14, 0.05], [0.34, 0.19, 0.28], [-0.16, -0.07, -0.01], [-0.09, -0.07, -0.21], [0.15, -0.75, -0.63]],
  "mulliken_spin": [-0.420, 0.007, 0.003, 0.016, 0.001, 0.016, -0.031, -0.022, -0.008, -0.002, -0.008, 0.010, 0.012, 0.000, 0.000, 0.001, 0.000, 0.000, -0.002, -0.003, 0.000, 0.000, 0.000, 0.000, -0.001, -0.003, -0.001, 0.006, -0.012, -0.014, 0.006, -0.001, -0.002, 0.000, 0.000, -0.001, 0.000, 0.000, 0.000, 0.000, 0.000, 0.000, 0.000, 0.000, 0.000, -0.001, 0.000, 0.000, 0.000, 0.000, 0.000, 0.000, 0.000, 0.002, 0.002, 0.000, 0.016, -0.096, 0.975, 0.206, 0.349]
}